{
  "formula": "C7H19BBrN2O2",
  "method": "ωB97M-V/def2-TZVPD",
  "symbols": ["C", "C", "C", "O", "B", "C", "N", "Br", "H", "H", "H", "H", "H", "H", "H", "H", "H", "H", "H", "H", "C", "C", "O", "N", "C", "H", "H", "H", "H", "H", "H", "H"],
  "positions_angstrom": [[2.1100, 0.4706, -1.0857], [1.7484, 1.3781, -2.3178], [0.4745, 2.2043, -1.9152], [-0.6544, 1.9471, -2.6917], [-1.4213, 0.7667, -2.2741], [-2.0915, 0.8800, -0.7613], [-0.6941, -0.5766, -2.4782], [-3.0296, 0.6936, -3.5948], [2.6856, 1.0230, -0.3305], [1.1956, 0.0882, -0.6183], [2.7052, -0.3940, -1.4239], [2.5963, 2.0686, -2.4301], [1.5807, 0.7211, -3.1723], [0.7338, 3.2694, -2.0836], [0.3332, 2.0988, -0.8270], [-1.8783, -0.0466, -0.1876], [-3.1925, 0.9438, -0.7763], [-1.7283, 1.7570, -0.1915], [-0.3687, -0.9789, -1.6104], [-1.3486, -1.2157, -2.9035], [1.2207, -1.6729, 1.8771], [0.4537, -0.4933, 2.4162], [0.7409, 0.6526, 2.1233], [-0.5920, -0.7436, 3.2515], [-1.0883, -2.0246, 3.7112], [2.0148, -1.3111, 1.2297], [1.6687, -2.2412, 2.6949], [0.5632, -2.3179, 1.2916], [-1.0584, 0.0910, 3.5671], [-2.1308, -2.1337, 3.4045], [-1.0386, -2.0566, 4.8025], [-0.5099, -2.8474, 3.3042]],
  "forces_ev_per_angstrom": [[0.2, -0.1, -0.9], [-0.2, -0.4, 2.1], [1.0, 0.7, -1.0], [-0.2, -0.4, 0.5], [0.1, -0.1, 0.8], [-0.1, 0.0, 0.2], [0.1, 0.3, -0.4], [-0.6, 0.1, -0.7], [-0.2, -0.1, -0.1], [0.3, 0.1, 0.0], [0.0, 0.2, 0.2], [-0.2, -0.2, -0.5], [-0.1, 0.5, -0.1], [-0.2, -0.2, 0.1], [-0.3, -0.1, -0.2], [0.1, 0.5, 0.0], [0.4, 0.1, -0.1], [-0.1, -0.4, -0.1], [-0.1, -0.1, 0.1], [0.1, -0.3, 0.0], [0.1, -0.1, 0.0], [0.0, 0.4, -0.2], [0.1, 0.0, 0.1], [0.2, -0.3, 0.0], [-0.2, 0.5, 0.1], [-0.1, 0.1, 0.0], [-0.1, -0.1, 0.0], [0.0, -0.1, 0.1], [-0.1, 0.0, -0.1], [0.0, -0.2, 0.0], [0.0, -0.2, 0.0], [0.0, 0.1, 0.0]],
  "total_charge": -1,
  "homo_lumo_gap_ev": 7.050,
  "e_homo_ev": -4.35,
  "lumo_ev": 2.70
}